Density functional theory data (ωB97M-V/def2-TZVPD) for 9 unconnected molecules or ions with the total composition C50H97BrCl2N10O16P3 in a non-equilibrium geometry.

Summary:
- Largest force on an atom: 3.90 eV/A
- Orbital gap: 7.311 eV
- Energy above the lowest of the compared OMol25 structures with the same formula, charge and spin: 135.0 kJ/mol
- Molar mass: 1338.11 g/mol
- E: -224034.8631 eV
- Multiplicity: 1
- E_HOMO: -0.365 hartree
- Total charge: +1

Structure (XYZ):
```
179
Properties=species:S:1:pos:R:3:forces:R:3:lowdin_charge:R:1
C 7.805807 -2.347650 2.499341 -0.03 -0.05 0.40 0.03
C 7.146889 -3.050546 1.564631 -0.39 0.22 0.21 -0.08
C 7.249897 -4.550249 1.428944 0.34 -0.80 0.41 -0.47
O 8.305822 -5.003475 1.058139 -1.00 0.52 0.39 0.15
O 6.207214 -5.413475 1.710194 0.08 0.43 -0.45 -0.03
C 5.221364 -5.429209 0.650784 0.34 0.57 -0.11 -0.19
C 4.685260 -6.841639 0.475609 -0.43 0.23 0.32 -0.17
C 3.301894 -6.903717 -0.233663 0.85 0.18 0.88 -0.16
C 2.286382 -6.079194 0.610235 0.69 -0.38 0.14 -0.20
C 0.924713 -6.773364 0.818376 0.31 -0.03 -0.15 -0.14
C -0.361431 -6.061507 0.364848 -0.10 -1.97 -0.01 -0.15
N -0.541206 -4.625869 0.793416 1.61 0.35 0.08 -0.06
C -1.347964 -4.454823 2.074928 0.15 0.96 2.61 -0.49
N -0.615602 -5.286059 3.056670 -1.50 -0.29 0.47 -0.09
C -1.192437 -6.546829 3.564046 0.85 -1.00 0.94 -0.14
C -0.050818 -4.601254 4.220935 1.71 1.05 0.00 -0.45
C -0.799846 -4.260521 5.511359 0.40 -0.85 -0.12 -0.01
O 1.109552 -4.262158 4.148165 -0.88 -0.32 -0.22 0.13
P -3.157906 -5.116234 2.096874 -1.18 -1.10 -0.90 0.71
O -4.113951 -4.354097 1.016048 0.56 0.02 1.12 -0.44
Br -4.034156 -4.298670 4.026388 0.51 0.10 -0.50 0.42
C -1.235171 -2.995892 2.512664 -0.52 1.05 -2.03 -0.16
C -1.794136 -2.061401 1.387126 1.56 0.81 1.72 -0.28
C -1.908012 -0.672383 2.088635 -0.05 -0.20 0.53 -0.04
C -0.830420 -2.100029 0.133152 -2.05 -1.39 -0.66 -0.34
C -1.659860 -1.394726 -1.001918 -0.20 1.05 -0.95 -0.14
C -1.751874 0.125410 -1.085908 -0.37 0.35 0.58 -0.17
C -0.834535 0.932544 -1.715979 1.38 -0.84 -0.88 -0.07
C -0.948271 2.294618 -1.829691 0.31 1.27 -0.24 -0.11
C -2.038132 2.959447 -1.313770 -0.80 -0.76 0.59 -0.05
C -3.016685 2.158590 -0.709581 0.55 1.45 -0.33 -0.04
C -2.880292 0.796143 -0.598991 -1.10 -0.71 1.08 -0.21
C -4.075948 0.097323 0.045093 0.47 0.04 -0.66 -0.05
P 0.827236 -1.408637 0.511069 2.60 1.99 2.12 0.54
O 0.890115 -0.632174 1.749761 -1.28 -0.17 0.23 -0.22
O 1.513799 -0.472352 -0.605849 -0.44 -1.24 -0.26 -0.11
O 1.944307 -2.598807 0.774820 -1.14 -0.07 -1.35 -0.15
C -0.752745 -3.643321 -0.299528 -1.19 0.75 -2.61 -0.72
Cl -2.242757 -4.191927 -1.195446 -0.05 0.22 0.92 0.75
P 0.629013 -3.920937 -1.686765 1.56 -1.27 0.08 0.64
O 0.832850 -2.487206 -2.442993 -0.64 -0.17 0.21 -0.34
Cl -0.133016 -5.090918 -3.238761 0.08 0.56 0.51 0.28
H 8.414229 -1.480819 2.239298 -1.32 0.75 0.18 0.07
H 7.746490 -2.600005 3.559681 1.29 -0.87 -0.31 0.07
H 6.550290 -2.464134 0.859366 1.09 -0.45 -1.01 0.11
H 4.463762 -4.676453 0.911806 -0.14 -0.34 -0.05 0.11
H 5.714732 -5.073994 -0.268437 -0.21 -0.23 0.03 0.14
H 5.446189 -7.446279 -0.026547 -0.16 0.01 0.06 0.12
H 4.528674 -7.243874 1.487317 0.23 -0.04 -0.18 0.12
H 3.432824 -6.491673 -1.240611 -0.41 -0.35 -0.06 0.11
H 3.026248 -7.969360 -0.225607 -0.13 0.48 -0.49 0.08
H 2.755065 -5.971305 1.597944 -0.28 0.13 -0.09 0.11
H 2.269619 -5.069037 0.196041 -0.46 -0.13 0.10 0.03
H 0.946673 -7.717937 0.255471 -0.19 0.22 0.02 0.11
H 0.867416 -7.093506 1.862517 -0.23 0.28 -0.12 0.10
H -1.178929 -6.670773 0.767375 -0.14 0.54 0.02 0.11
H -0.463313 -6.231359 -0.709494 0.00 0.92 0.00 0.08
H 0.402076 -4.386200 1.164122 -0.08 0.01 -0.08 0.15
H -0.368195 -7.042084 4.106972 -0.10 0.12 -0.23 0.11
H -1.499726 -7.292204 2.831414 -0.06 0.46 -0.23 0.08
H -1.960626 -6.449481 4.343474 -0.20 0.21 -0.50 0.05
H -1.692790 -4.852355 5.706743 -0.11 0.40 -0.18 0.04
H -0.094876 -4.466048 6.323444 -0.06 0.08 -0.16 0.10
H -0.963008 -3.180451 5.515874 -0.29 -0.18 -0.04 0.10
H -4.540103 -3.541102 1.341532 -0.15 0.19 -0.58 0.01
H -1.811058 -2.744552 3.402501 0.03 -0.61 0.01 0.07
H -0.216134 -2.611537 2.665124 0.00 -0.56 0.23 0.12
H -2.804689 -2.347513 1.102296 0.38 -0.27 -0.47 0.09
H -1.382790 -0.692740 3.051137 0.14 -0.01 -0.33 0.09
H -1.476815 0.164607 1.544933 -0.37 -0.07 -0.08 0.08
H -2.955791 -0.506377 2.356043 0.13 0.19 -0.31 0.09
H -2.706483 -1.674473 -0.878575 0.36 -0.45 0.15 0.08
H -1.416481 -1.740936 -2.011505 0.39 -0.08 0.36 0.10
H 0.038396 0.489894 -2.191068 -0.15 -0.07 0.17 0.10
H -0.175982 2.871782 -2.334448 -0.01 -0.21 0.02 0.11
H -2.177337 4.032985 -1.358765 0.18 -0.10 -0.13 0.12
H -3.901113 2.659955 -0.326112 0.00 -0.26 -0.01 0.11
H -3.884769 -0.917142 0.369840 -0.07 0.14 -0.05 0.02
H -4.464620 0.640109 0.909760 0.02 0.11 -0.25 0.09
H -4.838096 0.012025 -0.734640 -0.13 0.06 0.34 0.08
H 2.241166 -0.919267 -1.056657 -0.11 0.26 -0.32 0.08
H 2.443511 -2.797606 -0.032157 0.13 -0.39 0.22 0.04
H 0.917427 -2.606392 -3.401179 -0.11 0.12 0.01 0.07
C 2.194268 5.734160 2.107555 -0.11 -0.21 -0.45 -0.02
C 1.527528 5.072420 0.929562 0.01 0.11 -0.18 -0.53
O 1.023948 5.716717 0.013322 -0.01 -0.06 0.09 0.00
N 1.493937 3.717666 0.900866 0.11 0.21 0.08 0.01
C 2.022603 2.776319 1.872510 -0.31 -0.10 -0.45 -0.07
H 2.142240 6.810416 1.989553 -0.07 -0.03 -0.05 0.08
H 1.688818 5.465360 3.029777 0.15 -0.02 0.07 0.07
H 3.243782 5.441274 2.160135 -0.03 -0.04 0.17 0.09
H 1.033058 3.345841 0.083736 -0.04 -0.06 0.06 0.12
H 2.752949 2.135791 1.374938 0.04 -0.11 0.21 0.08
H 1.200966 2.156799 2.234076 0.19 -0.14 0.17 0.07
H 2.497551 3.277406 2.709535 -0.04 0.10 -0.06 0.08
C -3.012603 2.411530 -5.087127 0.05 -0.01 0.05 0.00
C -4.380050 2.790441 -4.573485 -0.15 0.05 0.16 -0.54
O -4.606524 2.936412 -3.381892 0.01 -0.02 0.01 0.03
N -5.369804 2.968117 -5.486999 0.29 -0.09 -0.01 0.01
C -5.296650 2.841513 -6.931236 -0.42 0.13 0.26 -0.07
H -2.336808 2.306092 -4.242930 -0.10 0.02 0.07 0.06
H -3.056277 1.459739 -5.618956 0.05 0.07 -0.12 0.09
H -2.625348 3.187771 -5.748735 0.01 -0.10 -0.10 0.09
H -6.254317 3.219448 -5.074349 -0.01 0.01 -0.03 0.14
H -5.575817 3.792369 -7.387736 0.09 -0.06 -0.17 0.08
H -6.002973 2.076942 -7.259116 0.10 -0.01 -0.17 0.08
H -4.299242 2.568791 -7.258631 0.01 0.01 0.06 0.07
C -7.757359 -1.317707 -1.175905 -0.11 0.02 -0.20 -0.01
C -7.021843 -2.111889 -0.136191 -0.01 -0.04 0.03 -0.51
O -5.791176 -2.097267 -0.045632 -0.16 -0.43 0.26 -0.01
N -7.760255 -2.860224 0.714168 0.11 0.20 -0.24 0.02
C -9.204713 -2.998956 0.761505 0.23 -0.24 0.32 -0.06
H -7.039927 -0.770525 -1.783798 0.06 -0.06 0.05 0.08
H -8.322199 -1.988024 -1.827553 -0.02 0.03 0.00 0.09
H -8.435267 -0.598307 -0.694784 0.28 -0.40 -0.28 0.05
H -7.210698 -3.371613 1.385947 -0.08 -0.04 0.04 0.13
H -9.560978 -2.678496 1.741058 -0.16 0.05 -0.09 0.09
H -9.465903 -4.049069 0.619801 -0.15 0.05 -0.05 0.08
H -9.687022 -2.403009 -0.004609 0.08 0.05 0.02 0.08
C 3.145876 9.154975 5.088000 0.04 -0.03 -0.03 -0.01
C 1.997342 8.188093 4.939819 -0.03 -0.19 -0.01 -0.53
O 2.160612 7.045311 4.536516 0.06 0.24 0.34 0.01
N 0.756142 8.627368 5.270986 0.26 0.11 -0.01 0.01
C 0.365267 9.936048 5.762620 -0.32 -0.38 -0.08 -0.07
H 4.064229 8.659969 4.786526 -0.07 -0.08 -0.01 0.08
H 2.995134 10.026421 4.449494 0.01 0.08 0.12 0.09
H 3.246364 9.470478 6.127129 -0.01 0.13 -0.05 0.09
H 0.038871 7.930357 5.147417 -0.02 0.02 0.01 0.14
H -0.108333 9.823664 6.739228 0.04 0.19 0.03 0.08
H -0.357427 10.375248 5.073067 0.04 0.18 0.08 0.08
H 1.218081 10.599659 5.854784 0.03 -0.05 -0.02 0.07
C 4.057973 9.079178 -3.498279 0.05 -0.01 -0.05 -0.01
C 3.129539 8.199845 -4.302320 -0.12 -0.12 -0.24 -0.56
O 3.322600 7.965402 -5.488310 0.16 0.05 0.05 0.01
N 2.059800 7.669132 -3.663108 0.28 0.27 0.10 0.01
C 1.662983 7.827776 -2.270417 -0.25 -0.35 -0.44 -0.07
H 4.860645 9.427987 -4.141904 -0.06 -0.03 -0.07 0.07
H 3.521688 9.946842 -3.112835 0.05 -0.04 0.13 0.09
H 4.494230 8.516883 -2.671542 -0.07 0.10 0.09 0.09
H 1.485047 7.094963 -4.258885 -0.01 -0.01 0.03 0.14
H 1.627112 6.849475 -1.797885 -0.03 0.13 0.23 0.05
H 0.664501 8.267598 -2.238795 0.04 0.06 0.21 0.09
H 2.351501 8.464174 -1.724666 0.04 0.01 -0.08 0.07
C -7.125525 2.277950 0.769623 -0.01 -0.06 -0.07 0.00
C -8.445581 1.670625 1.172375 -0.14 -0.09 0.01 -0.52
O -8.849895 0.616880 0.691298 -0.10 0.32 0.37 0.01
N -9.188090 2.327919 2.092291 0.24 -0.02 -0.12 0.01
C -8.884958 3.576062 2.769954 -0.40 -0.24 0.08 -0.07
H -6.652728 1.639484 0.029241 -0.07 -0.04 0.00 0.07
H -7.278898 3.263814 0.329039 0.09 0.04 0.09 0.09
H -6.463948 2.357107 1.633758 0.00 0.14 -0.02 0.09
H -10.056501 1.864790 2.311682 -0.01 0.04 0.01 0.14
H -8.862864 3.400651 3.846451 0.09 0.16 0.02 0.09
H -9.670525 4.300193 2.550519 0.12 0.13 0.05 0.09
H -7.929289 3.980547 2.454805 0.00 -0.06 -0.04 0.07
C 9.033654 9.491988 -7.823356 0.03 0.03 -0.02 -0.01
C 9.071561 9.501625 -6.314158 0.13 0.09 0.21 -0.56
O 9.908048 10.135330 -5.691548 0.01 0.01 -0.07 0.03
N 8.131489 8.772462 -5.655927 0.06 0.03 -0.34 0.00
C 7.062938 7.960055 -6.213398 0.08 0.10 0.60 -0.07
H 9.839793 10.115025 -8.199130 0.02 0.01 0.11 0.08
H 9.172390 8.478229 -8.201519 -0.13 0.02 -0.07 0.08
H 8.085960 9.894685 -8.183272 -0.02 -0.13 -0.07 0.08
H 8.216984 8.825306 -4.653391 -0.01 -0.01 0.00 0.14
H 6.104932 8.335082 -5.851290 -0.14 -0.17 -0.22 0.06
H 7.187599 6.931556 -5.868881 -0.14 -0.07 -0.17 0.08
H 7.066264 7.976480 -7.297724 0.05 0.06 0.01 0.08
C 3.435422 -10.539758 1.711958 -0.03 0.07 -0.02 0.00
C 2.727338 -10.780903 0.401280 -0.13 -0.01 -0.13 -0.54
O 1.884771 -10.002124 -0.034725 0.00 0.10 0.10 0.00
N 3.049884 -11.894511 -0.293123 0.06 0.16 0.23 0.01
C 4.012052 -12.926584 0.053558 -0.26 -0.02 -0.40 -0.06
H 3.070372 -9.612614 2.146010 -0.05 0.00 -0.07 0.07
H 3.232076 -11.352639 2.409662 0.14 -0.01 0.01 0.09
H 4.510777 -10.448698 1.553352 0.02 -0.10 0.10 0.09
H 2.538524 -11.990091 -1.156984 0.02 -0.04 0.00 0.14
H 4.766284 -12.988083 -0.731747 0.11 -0.08 0.12 0.09
H 3.496973 -13.885674 0.118726 0.14 -0.06 0.10 0.09
H 4.499046 -12.718477 0.999941 -0.04 0.05 -0.01 0.07
```
Forces are in eV/Å.